(1)
The following is a quantum chemistry calculation of a cluster of 11 separate species, C44H88O11 in total in a non-equilibrium geometry, from the Open Molecules 2025 dataset.

```
143
Properties=species:S:1:pos:R:3:lowdin_charge:R:1
C 3.893 1.486 -6.714 -0.188
C 3.834 2.601 -5.745 -0.187
C 2.451 3.318 -5.988 -0.192
O 1.590 2.283 -6.432 -0.137
C 2.418 1.135 -6.720 -0.201
H 4.636 0.723 -6.481 0.118
H 4.143 1.835 -7.716 0.113
H 4.557 3.414 -5.815 0.109
H 3.896 2.221 -4.725 0.111
H 2.525 4.046 -6.796 0.110
H 2.109 3.857 -5.104 0.110
H 2.121 0.834 -7.725 0.119
H 2.293 0.365 -5.959 0.115
C -3.620 1.488 -3.748 -0.162
C -4.732 2.083 -4.576 -0.190
C -5.852 2.426 -3.639 -0.202
O -5.698 1.471 -2.583 -0.134
C -4.286 1.278 -2.373 -0.195
H -2.754 2.124 -3.562 0.106
H -3.351 0.526 -4.183 0.106
H -5.000 1.411 -5.391 0.112
H -4.274 2.944 -5.062 0.109
H -6.832 2.290 -4.096 0.120
H -5.810 3.468 -3.322 0.115
H -4.107 0.321 -1.882 0.113
H -3.837 1.947 -1.640 0.102
C 7.167 1.741 1.424 -0.187
C 7.722 0.313 1.535 -0.157
C 6.502 -0.521 1.051 -0.214
O 6.103 0.281 -0.016 -0.155
C 6.195 1.690 0.281 -0.186
H 8.021 2.385 1.214 0.107
H 6.725 2.024 2.380 0.107
H 8.003 -0.023 2.533 0.108
H 8.517 0.195 0.800 0.111
H 5.736 -0.468 1.825 0.114
H 6.733 -1.562 0.829 0.122
H 5.307 2.151 0.714 0.108
H 6.448 2.272 -0.606 0.120
C 3.995 1.035 8.448 -0.166
C 5.331 1.684 8.250 -0.185
C 5.936 0.986 7.085 -0.245
O 5.015 0.032 6.668 -0.139
C 3.692 0.381 7.103 -0.180
H 3.242 1.824 8.441 0.105
H 3.855 0.418 9.336 0.116
H 6.068 1.582 9.047 0.115
H 5.169 2.737 8.019 0.113
H 6.746 0.401 7.522 0.120
H 6.255 1.651 6.282 0.120
H 2.981 -0.441 7.182 0.115
H 3.219 0.982 6.326 0.113
C 0.591 1.017 -0.217 -0.188
C 0.779 0.185 1.059 -0.142
C 0.131 -1.180 0.693 -0.216
O 0.160 -1.201 -0.695 -0.149
C 0.730 0.003 -1.275 -0.200
H 1.276 1.847 -0.388 0.115
H -0.419 1.425 -0.253 0.110
H 0.396 0.594 1.994 0.103
H 1.857 0.067 1.168 0.104
H -0.908 -1.305 1.000 0.115
H 0.755 -1.985 1.081 0.113
H 0.253 0.243 -2.225 0.119
H 1.765 -0.248 -1.505 0.117
C -3.113 -2.654 7.358 -0.140
C -1.898 -3.609 7.011 -0.164
C -1.967 -3.762 5.519 -0.229
O -3.344 -3.560 5.210 -0.155
C -4.123 -3.306 6.415 -0.191
H -2.821 -1.629 7.130 0.106
H -3.535 -2.682 8.363 0.106
H -2.107 -4.581 7.459 0.108
H -0.945 -3.212 7.358 0.106
H -1.609 -4.727 5.162 0.114
H -1.356 -3.051 4.965 0.111
H -4.467 -4.254 6.829 0.112
H -5.015 -2.726 6.180 0.116
C -1.986 3.119 5.363 -0.190
C -3.087 2.957 4.362 -0.182
C -4.151 2.095 5.035 -0.176
O -3.854 2.237 6.440 -0.157
C -2.738 3.119 6.656 -0.199
H -1.413 4.026 5.169 0.114
H -1.239 2.326 5.335 0.113
H -2.725 2.357 3.527 0.103
H -3.353 3.877 3.841 0.113
H -4.081 1.035 4.789 0.110
H -5.189 2.334 4.806 0.112
H -2.223 2.726 7.533 0.121
H -3.158 4.106 6.845 0.118
C 5.084 -3.430 -3.497 -0.196
C 5.720 -4.111 -4.619 -0.191
C 4.773 -5.250 -5.002 -0.196
O 3.876 -5.424 -3.910 -0.112
C 4.280 -4.545 -2.869 -0.223
H 4.385 -2.649 -3.798 0.115
H 5.670 -3.031 -2.669 0.118
H 6.627 -4.620 -4.292 0.115
H 5.995 -3.464 -5.452 0.114
H 5.338 -6.176 -5.106 0.113
H 4.326 -5.016 -5.968 0.113
H 4.754 -4.972 -1.986 0.116
H 3.389 -4.092 -2.435 0.114
C -1.022 -3.779 -5.569 -0.194
C -2.512 -3.598 -5.735 -0.177
C -2.989 -4.967 -6.197 -0.190
O -1.803 -5.578 -6.768 -0.142
C -0.647 -4.744 -6.598 -0.226
H -0.905 -4.300 -4.619 0.124
H -0.478 -2.838 -5.653 0.120
H -2.811 -2.959 -6.566 0.111
H -3.094 -3.320 -4.856 0.111
H -3.793 -4.809 -6.916 0.110
H -3.272 -5.702 -5.445 0.116
H -0.216 -4.363 -7.524 0.121
H 0.067 -5.352 -6.041 0.117
C -2.088 7.873 -1.833 -0.151
C -1.483 6.473 -1.564 -0.162
C -0.624 6.688 -0.291 -0.186
O -0.610 8.102 0.026 -0.143
C -1.058 8.818 -1.117 -0.200
H -3.106 7.868 -1.444 0.102
H -2.211 8.141 -2.882 0.101
H -0.869 6.122 -2.394 0.103
H -2.332 5.826 -1.348 0.098
H 0.399 6.364 -0.482 0.105
H -0.948 6.020 0.508 0.108
H -0.212 9.086 -1.750 0.111
H -1.489 9.781 -0.842 0.112
C -6.072 -3.372 1.019 -0.178
C -6.625 -3.214 -0.339 -0.196
C -7.530 -4.397 -0.609 -0.177
O -7.608 -4.987 0.701 -0.151
C -6.434 -4.776 1.417 -0.223
H -6.513 -2.671 1.728 0.117
H -4.992 -3.226 1.010 0.113
H -5.882 -3.240 -1.137 0.109
H -7.202 -2.299 -0.471 0.113
H -7.068 -5.059 -1.341 0.112
H -8.522 -4.098 -0.948 0.118
H -5.718 -5.578 1.239 0.121
H -6.810 -4.826 2.439 0.123
```

As for the HOMO energy: -9.34 eV. As for the multiplicity: 1. For the HOMO-LUMO gap, the calculation gives 0.345 hartree. The energy relative to the best compared isomer or geometry (same formula, charge and spin) comes out at 402.2 kJ/mol.



(2)
The following is a quantum chemistry calculation of a cluster of 9 separate species, C32H75ClIN2O15PS9 in total in a non-equilibrium geometry, from the Open Molecules 2025 dataset.

```
136
Properties=species:S:1:pos:R:3:lowdin_charge:R:1
C 5.426 -1.924 -2.253 -0.059
C 5.486 -0.462 -2.697 -0.252
O 4.853 0.351 -1.714 -0.155
C 4.346 1.582 -2.194 -0.184
C 3.244 2.028 -1.252 -0.149
O 2.035 1.419 -1.711 -0.145
C 0.894 1.644 -0.943 -0.162
C 0.131 0.302 -0.654 -0.309
C 1.136 -0.780 -0.715 -0.164
N 1.894 -1.613 -0.665 0.280
C -0.474 0.435 0.785 -0.236
C 0.449 -0.051 1.909 -0.734
C 0.339 -1.554 2.219 -0.152
I -0.052 1.103 3.677 0.885
C -1.018 -0.009 -1.696 -0.313
C -2.044 1.045 -1.516 -0.217
N -2.867 1.806 -1.424 0.212
C -1.724 -1.391 -1.401 -0.105
C -1.594 -2.576 -2.373 -0.181
C -0.327 -3.447 -2.309 -0.209
C -0.230 -4.169 -0.959 -0.289
S 1.026 -5.428 -1.017 0.351
O 2.203 -4.979 -0.343 -0.334
O 1.090 -6.009 -2.325 -0.347
Cl 0.181 -6.888 0.165 0.358
P -0.441 0.110 -3.459 0.485
O 0.595 -0.877 -3.763 -0.215
O 0.040 1.593 -3.764 -0.107
O -1.803 -0.030 -4.265 -0.125
H 4.682 -2.034 -1.460 0.062
H 6.398 -2.280 -1.898 0.065
H 5.146 -2.564 -3.095 0.070
H 6.526 -0.132 -2.827 0.118
H 4.965 -0.338 -3.654 0.095
H 3.909 1.450 -3.194 0.125
H 5.126 2.353 -2.240 0.108
H 3.128 3.115 -1.245 0.097
H 3.500 1.646 -0.253 0.138
H 1.144 2.102 0.025 0.135
H 0.222 2.342 -1.459 0.126
H -1.439 -0.071 0.874 0.117
H -0.679 1.501 0.926 0.078
H 1.489 0.231 1.723 0.071
H 1.224 -2.074 1.839 0.070
H 0.259 -1.759 3.285 0.043
H -0.518 -1.989 1.693 0.068
H -2.795 -1.184 -1.317 0.127
H -1.411 -1.731 -0.407 0.100
H -1.774 -2.282 -3.407 0.098
H -2.422 -3.239 -2.098 0.088
H -0.452 -4.205 -3.092 0.113
H 0.588 -2.907 -2.553 0.088
H 0.121 -3.506 -0.164 0.073
H -1.185 -4.626 -0.686 0.056
H -0.674 2.243 -3.890 0.051
H -2.003 0.729 -4.859 0.000
C -5.675 -5.686 0.264 -0.265
S -3.884 -5.706 0.235 0.820
O -3.461 -4.533 -0.589 -0.561
C -3.701 -7.146 -0.805 -0.267
H -5.986 -4.814 0.836 0.049
H -6.050 -5.618 -0.758 0.062
H -6.034 -6.593 0.748 0.055
H -4.214 -6.993 -1.754 0.037
H -4.108 -8.017 -0.291 0.064
H -2.636 -7.290 -0.982 0.022
C 1.869 4.506 8.468 -0.260
S 1.761 4.063 6.735 0.806
O 0.392 3.507 6.526 -0.604
C 2.881 2.660 6.802 -0.267
H 1.195 5.340 8.657 0.021
H 1.567 3.654 9.079 0.064
H 2.893 4.803 8.699 0.059
H 2.516 1.936 7.530 0.050
H 3.877 3.009 7.076 0.054
H 2.906 2.211 5.811 0.039
C 5.925 6.257 0.472 -0.268
S 4.640 5.500 -0.527 0.798
O 5.325 4.662 -1.542 -0.537
C 4.133 7.006 -1.364 -0.268
H 6.403 5.464 1.043 0.052
H 6.653 6.737 -0.182 0.059
H 5.476 6.982 1.151 0.054
H 4.988 7.431 -1.889 0.059
H 3.737 7.712 -0.633 0.053
H 3.356 6.738 -2.076 0.049
C -3.952 -9.068 -6.190 -0.272
S -3.654 -9.313 -4.437 0.810
O -4.503 -8.325 -3.718 -0.562
C -1.981 -8.663 -4.427 -0.263
H -4.976 -9.373 -6.393 0.049
H -3.821 -8.013 -6.433 0.059
H -3.261 -9.687 -6.763 0.053
H -1.988 -7.637 -4.796 0.062
H -1.345 -9.293 -5.048 0.056
H -1.623 -8.684 -3.400 0.047
C -3.539 4.303 -6.234 -0.247
S -2.821 3.389 -4.876 0.880
O -2.228 2.132 -5.453 -0.537
C -4.317 2.877 -4.059 -0.246
H -2.727 4.653 -6.869 0.057
H -4.200 3.647 -6.799 0.065
H -4.085 5.153 -5.829 0.061
H -4.965 2.335 -4.748 0.072
H -4.823 3.741 -3.634 0.068
H -3.931 2.210 -3.289 0.000
C -2.422 7.548 10.588 -0.275
S -1.554 5.979 10.468 0.821
O -0.106 6.311 10.329 -0.566
C -2.123 5.558 8.829 -0.272
H -2.151 8.003 11.538 0.046
H -2.117 8.194 9.765 0.055
H -3.497 7.365 10.560 0.052
H -1.836 6.348 8.134 0.064
H -3.204 5.422 8.832 0.061
H -1.650 4.619 8.555 0.010
C -0.631 0.817 7.911 -0.270
S -2.161 1.738 7.856 0.794
O -2.330 2.371 9.195 -0.554
C -3.242 0.303 7.820 -0.267
H 0.173 1.543 7.979 0.010
H -0.627 0.160 8.782 0.063
H -0.524 0.241 6.991 0.033
H -3.057 -0.316 8.698 0.057
H -3.057 -0.259 6.905 0.052
H -4.268 0.665 7.830 0.048
C 2.221 0.133 -6.357 -0.276
S 3.136 -1.410 -6.385 0.803
O 4.580 -1.050 -6.403 -0.559
C 2.701 -1.853 -8.074 -0.276
H 2.393 0.592 -5.386 0.033
H 2.579 0.785 -7.154 0.059
H 1.157 -0.076 -6.469 0.048
H 3.025 -1.063 -8.751 0.054
H 1.623 -2.002 -8.140 0.050
H 3.216 -2.781 -8.311 0.046
```

As for the HOMO energy: -8.26 eV. As for the multiplicity: 1. For the HOMO-LUMO gap, the calculation gives 0.305 hartree.



(3)
The following is a quantum chemistry calculation of a structure of composition CH5DyO3 in a non-equilibrium geometry, from the Open Molecules 2025 dataset.

```
10
Properties=species:S:1:pos:R:3:lowdin_spin:R:1
O -0.538 -0.585 -1.520 0.428
Dy -0.417 1.853 -1.191 4.389
O -1.763 -1.088 -1.617 0.487
H -1.746 -1.683 -2.394 0.001
O 0.795 0.548 0.418 0.389
H 0.424 -0.580 -0.060 -0.003
C 1.293 0.802 1.704 0.168
H 0.967 1.788 2.049 0.006
H 0.933 0.004 2.377 0.056
H 2.393 0.739 1.673 0.080
```

The expectation value of S² is 12.798. As for the HOMO energy (spin up / spin down): -26.50 / -24.09 eV. As for the total charge: +3. As for the multiplicity: 7. For the HOMO-LUMO gap (spin up / spin down), the calculation gives 0.428 / 0.180 hartree.



E per entry: -2556.58657, -7185.13689, -1150.32109 a.u.